1.
Formula: C2H6N2
Source: the OMol25 dataset
Level of theory: ωB97M-V with the def2-TZVPD basis set

Each line ends with the natural charge from an NBO analysis.
Element x y z (Å)
H: 1.5898 1.0498 1.6274  0.313
N: 1.9240 0.0740 1.3370  -0.681
C: 1.0675 -0.2658 0.4181  0.283
N: -0.0211 0.4359 -0.0818  -0.660
C: -1.1637 -0.2337 -0.7264  -0.420
H: 1.1272 -1.3191 -0.0739  0.156
H: -0.1624 1.4703 -0.0797  0.396
H: -0.9303 -0.4316 -1.7893  0.199
H: -2.0465 0.3779 -0.3858  0.215
H: -1.3845 -1.1576 -0.2456  0.200

Atoms 1-6, force components in eV/Å:
H 0.867 -1.416 -0.114
N -2.086 1.347 -1.365
C 0.383 -0.938 0.186
N -0.410 0.749 -0.195
C 0.357 1.024 0.735
H 0.012 1.733 1.002

multiplicity = 1
energy above the lowest of the compared OMol25 structures with the same formula, charge and spin = 145.4 kJ/mol
HOMO energy = -8.929 eV
frontier orbital gap = 9.925 eV

=====

2.
Formula: C22H36Cl5GeNO4W
Source: the OMol25 dataset
Level of theory: ωB97M-V with the def2-TZVPD basis set

Each line ends with the natural charge from an NBO analysis.
Element x y z (Å)
W: -0.4209 0.2711 -0.0868  1.876
C: 0.6069 -0.6496 3.5745  -0.635
C: 1.5877 -0.0473 2.5630  0.296
C: 1.7532 1.4612 2.7695  -0.648
C: 2.9445 -0.7512 2.6246  -0.639
O: 1.0065 -0.2591 1.2456  -0.920
Ge: 2.1815 -0.5599 -0.3841  1.459
O: 0.7964 1.5159 -0.6394  -0.720
C: 0.9873 2.4059 -1.7361  0.277
C: 2.4283 2.9240 -1.7147  -0.622
C: -0.0345 3.5393 -1.5674  -0.633
C: 0.7118 1.5958 -3.0117  -0.637
O: 0.4447 -1.0237 -1.3109  -0.901
C: 0.1492 -2.4121 -1.6271  0.286
C: 1.1041 -2.8687 -2.7299  -0.628
C: -1.3044 -2.4241 -2.1021  -0.642
C: 0.3401 -3.2646 -0.3684  -0.659
H: 0.9968 -0.5777 4.5848  0.236
H: 0.4336 -1.7032 3.3546  0.218
H: -0.3463 -0.1157 3.5301  0.239
H: 2.2987 1.6676 3.6858  0.233
H: 0.7822 1.9492 2.8314  0.251
H: 2.3121 1.8818 1.9271  0.205
H: 3.3897 -0.6394 3.6086  0.257
H: 3.6183 -0.3089 1.8808  0.201
H: 2.8265 -1.8148 2.4053  0.219
H: 2.6313 3.4101 -0.7635  0.226
H: 2.5961 3.6371 -2.5162  0.241
H: 3.1094 2.0790 -1.8331  0.197
H: 0.1643 4.0802 -0.6441  0.230
H: -1.0410 3.1091 -1.5100  0.228
H: 0.0158 4.2362 -2.3994  0.233
H: 1.4693 0.8130 -3.1208  0.198
H: 0.7422 2.2337 -3.8886  0.240
H: -0.2825 1.1295 -2.9301  0.235
H: 0.9863 -2.2528 -3.6203  0.229
H: 0.9005 -3.9025 -2.9935  0.246
H: 2.1340 -2.7816 -2.3727  0.200
H: -1.4155 -1.7584 -2.9600  0.220
H: -1.9528 -2.0866 -1.2879  0.244
H: -1.6020 -3.4268 -2.4007  0.238
H: 1.4066 -3.3217 -0.1212  0.195
H: -0.0397 -4.2703 -0.5342  0.253
H: -0.2062 -2.8248 0.4733  0.253
Cl: -5.4808 -0.1853 4.8751  0.086
C: -4.2911 -0.4698 3.6834  -0.093
C: -3.3105 0.5056 3.4247  -0.167
Cl: -3.3267 1.9850 4.2797  0.070
C: -2.3593 0.2382 2.4790  0.054
Cl: -1.1415 2.1049 1.3008  -0.268
C: -2.3321 -0.9177 1.7181  0.225
O: -1.3976 -1.0689 0.7749  -0.710
C: -3.3047 -1.8990 1.9918  -0.126
Cl: -3.2771 -3.3685 1.0988  0.047
C: -4.2820 -1.6629 2.9575  -0.082
Cl: -5.5108 -2.8269 3.2322  0.082
C: -4.1392 -0.4253 -1.4833  -0.598
C: -3.3126 0.8883 -1.4600  0.040
C: -3.9317 1.8197 -0.3863  -0.597
C: -3.4784 1.5640 -2.8447  -0.597
N: -1.9562 0.6318 -1.1661  -0.415
H: -5.1974 -0.1901 -1.5732  0.230
H: -3.9865 -0.9851 -0.5629  0.212
H: -3.8481 -1.0361 -2.3335  0.211
H: -4.9798 1.9858 -0.6184  0.229
H: -3.4194 2.7793 -0.3646  0.221
H: -3.8571 1.3613 0.5987  0.219
H: -4.5356 1.7128 -3.0472  0.227
H: -3.0622 0.9343 -3.6269  0.210
H: -2.9805 2.5298 -2.8696  0.213

Atoms 1-6, force components in eV/Å:
W -10.958 2.967 -3.839
C 0.025 0.125 -0.451
C 0.157 0.402 1.352
C -0.056 -0.254 -0.177
C -0.516 0.055 -0.609
O 1.975 -0.913 -1.517

charge = +1
multiplicity = 2
energy above the lowest of the compared OMol25 structures with the same formula, charge and spin = 283.6 kJ/mol
HOMO energy (alpha / beta) = -10.843 / -10.925 eV
frontier orbital gap (alpha / beta) = 6.020 / 6.098 eV

=====

3.
Formula: C5H10O
Source: the OMol25 dataset
Level of theory: ωB97M-V with the def2-TZVPD basis set

Each line ends with the natural charge from an NBO analysis.
Element x y z (Å)
C: -0.0260 1.7647 0.3837  -0.611
C: -0.8148 0.4711 0.3260  -0.255
C: -1.0375 -0.1452 -1.0370  -0.427
C: -0.1209 -0.8082 -0.0591  0.232
C: 1.3866 -0.8720 -0.1247  -0.631
O: -0.6945 -1.9957 0.4332  -0.704
H: -0.6785 2.6177 0.5943  0.218
H: 0.7597 1.7413 1.1480  0.207
H: 0.4605 1.9643 -0.5787  0.204
H: -1.6082 0.3549 1.0619  0.219
H: -1.9581 -0.6866 -1.2330  0.232
H: -0.6525 0.4216 -1.8797  0.210
H: 1.7136 -1.7864 -0.6284  0.223
H: 1.7846 -0.8911 0.9007  0.202
H: 1.8318 -0.0104 -0.6292  0.218
H: -0.3458 -2.1400 1.3222  0.464

Atoms 1-6, force components in eV/Å:
C 0.048 0.041 0.002
C -0.030 0.051 0.135
C -0.037 -0.031 -0.192
C 0.125 0.227 -0.090
C 0.008 0.018 -0.044
O 0.052 -0.084 0.292

multiplicity = 1
energy above the lowest of the compared OMol25 structures with the same formula, charge and spin = 97.5 kJ/mol
HOMO energy = -9.387 eV
frontier orbital gap = 10.393 eV

=====

4.
Formula: C4H13NS
Source: the OMol25 dataset
Level of theory: ωB97M-V with the def2-TZVPD basis set

Each line ends with the natural charge from an NBO analysis.
Element x y z (Å)
C: -1.4078 -2.0804 -1.7383  -0.739
C: 0.0268 -1.6429 -2.0360  -0.650
S: 0.4400 -1.5822 -3.7903  -0.134
H: -1.4223 -2.4793 -0.7210  0.211
H: -2.1596 -1.3059 -1.8763  0.204
H: -1.6829 -2.8361 -2.5063  0.180
H: 0.1512 -0.6150 -1.6458  0.211
H: 0.7447 -2.2219 -1.4507  0.207
C: -0.3378 1.5693 1.2144  -0.806
N: 1.0718 1.6752 1.4869  -0.677
C: 1.4577 1.6427 2.8371  -0.466
H: -0.7441 0.5459 1.2086  0.166
H: -0.7874 1.9649 0.3014  0.186
H: -0.9238 2.0028 2.0428  0.147
H: -0.8164 -1.7647 -4.1212  0.098
H: 1.6084 2.2877 0.9117  0.366
H: 2.4879 1.9846 3.0315  0.181
H: 0.7772 2.2033 3.5264  0.148
H: 1.5166 0.6521 3.3250  0.165

Atoms 1-6, force components in eV/Å:
C 0.305 -0.835 -0.988
C -0.125 1.425 1.210
S 0.648 -0.161 -0.012
H -0.424 -0.002 -0.151
H 0.227 0.363 0.258
H 0.041 -0.146 0.798

charge = -1
multiplicity = 2
energy above the lowest of the compared OMol25 structures with the same formula, charge and spin = 108.3 kJ/mol
HOMO energy (alpha / beta) = 1.300 / -4.961 eV
frontier orbital gap (alpha / beta) = 1.913 / 8.205 eV

=====

5.
Formula: C20H37F2N10O15S2Zr2
Source: the OMol25 dataset
Level of theory: ωB97M-V with the def2-TZVPD basis set

Each line ends with the Mulliken charge.
Element x y z (Å)
Zr: -3.2058 12.7328 9.6318  2.219
Zr: 1.6148 15.7340 6.9056  1.970
O: 0.3802 15.9801 8.6890  0.039
C: -0.2510 16.3489 9.8999  0.395
C: -1.0790 15.4097 10.9450  1.178
O: -2.0429 14.5433 10.4539  -0.383
H: -0.9342 17.1543 9.6305  -0.285
H: 0.4373 16.8991 10.5415  -0.101
H: -1.5944 16.0632 11.6488  -0.253
H: -0.3558 14.8289 11.5175  -0.664
C: 0.6650 12.3618 14.4588  -0.728
C: 2.0979 12.2375 13.9274  -0.571
N: 2.7384 13.3983 13.4694  0.295
C: 2.2683 14.2733 12.4863  -0.048
C: 3.0572 15.4711 12.4805  -0.910
N: 4.1361 15.2105 13.3292  0.131
C: 3.8964 13.9920 13.9350  -0.167
C: 5.2416 16.1492 13.7019  -0.799
H: 0.2152 11.4080 14.7345  0.450
H: -0.0023 12.9330 13.8133  0.081
H: 0.8710 13.0435 15.2840  0.171
H: 1.9710 11.6842 12.9970  0.296
H: 2.5681 11.6230 14.6951  0.500
H: 1.3872 13.9990 11.9253  0.197
H: 2.9182 16.3785 11.9116  0.610
H: 4.4228 13.5824 14.7844  0.431
H: 5.8493 16.2009 12.7985  0.362
H: 5.8258 15.7774 14.5437  0.319
H: 4.8336 17.1407 13.8984  0.342
C: -1.9342 17.0325 14.6481  -1.165
C: -1.0176 15.8096 14.7663  0.002
N: -0.8365 15.5156 16.1345  0.419
C: 0.3309 15.2869 16.8417  -0.402
C: -0.0177 14.8901 18.1465  -0.522
N: -1.3532 14.8486 18.2050  0.060
C: -1.8996 15.2729 17.0526  -0.278
C: -2.0943 14.3751 19.3078  -0.738
H: -1.4443 17.8882 15.1128  0.433
H: -2.9823 16.9043 14.9183  0.458
H: -1.8854 17.2571 13.5826  0.278
H: 0.0043 15.9845 14.4297  0.011
H: -1.5241 14.9661 14.2971  0.195
H: 1.2497 15.3608 16.2789  0.522
H: 0.4971 14.4791 19.0024  0.456
H: -2.8567 15.1094 16.5797  0.324
H: -3.0801 14.1116 18.9246  0.310
H: -2.3095 15.2041 19.9821  0.349
H: -1.6044 13.5357 19.8012  0.346
C: -3.6231 20.3406 14.8898  -0.914
C: -3.0822 21.2849 13.9639  -0.647
N: -2.3448 20.7258 12.9671  0.282
C: -2.8107 20.0062 11.8183  -1.005
C: -1.7021 19.5490 11.1455  -0.276
N: -0.6024 19.8695 11.8900  0.421
C: -0.9965 20.5846 12.9981  -0.206
C: 0.8302 19.7362 11.4559  -0.874
H: -2.8903 19.6018 15.2142  0.118
H: -4.5156 19.7648 14.6449  0.345
H: -3.9483 20.9024 15.7654  0.421
H: -2.3767 21.8831 14.5406  0.327
H: -3.7950 22.0325 13.6159  0.413
H: -3.8526 19.7563 11.6827  0.428
H: -1.7028 19.1064 10.1604  0.749
H: -0.3297 21.0422 13.7138  0.432
H: 0.7851 19.5487 10.3831  0.220
H: 1.2064 18.7842 11.8302  0.336
H: 1.4569 20.6016 11.6713  0.412
N: -2.5429 19.6331 6.4857  -0.129
S: -2.0650 19.8252 4.8358  0.999
O: -2.6116 18.8950 3.8183  -0.458
O: -0.7386 20.4041 4.6625  -0.445
F: -3.1030 21.0786 4.5833  -0.251
S: -2.5486 18.1460 6.4167  0.953
O: -1.3224 17.3550 6.2687  -0.311
O: -3.8394 17.5989 6.0899  -0.487
F: -2.7508 18.0382 8.0320  -0.301
N: 1.5180 19.1790 7.0067  0.907
O: 0.9765 19.6641 7.8981  -0.536
O: 2.0170 19.8282 6.1333  -0.436
O: 1.6678 17.9940 6.8951  -0.505
N: -1.7291 13.9475 6.5992  0.540
O: -0.5938 14.3020 6.5103  -0.433
O: -2.4343 14.0248 5.6345  -0.357
O: -2.1831 13.4572 7.5900  -0.384
N: -0.0286 11.3590 10.0595  0.699
O: 0.4382 10.3597 9.4855  -0.405
O: -1.1623 11.8267 9.6458  -0.355
O: 0.4280 11.9373 10.9809  -0.419

Atoms 1-6, force components in eV/Å:
Zr 10.317 4.630 -1.566
Zr -6.419 5.610 4.092
O 2.945 -2.035 -2.473
C -1.229 1.092 0.120
C 1.484 -0.236 -1.032
O -4.144 -4.350 -2.087

charge = +5
multiplicity = 1
HOMO energy = -19.128 eV
frontier orbital gap = 2.175 eV